Density functional theory data (ωB97M-V with the def2-TZVPD basis set) for C4H7F as an isolated structure in a non-equilibrium geometry.

Output
relative energy (zero: lowest compared OMol25 entry of this formula, charge and spin) = 8.634 eV
HOMO-LUMO gap = 9.69 eV

XYZ file:
```
12
Properties=species:S:1:pos:R:3:forces:R:3:lowdin_charge:R:1
C 1.034265 0.046183 1.274018 2.6544 -1.1778 3.6009 -0.22
C -0.487187 -0.029759 0.718233 3.4588 -2.4027 -0.1998 -0.35
C -0.196724 0.317829 -0.679324 -1.8637 -0.5896 -5.5694 -0.25
C -1.073670 -0.247164 -1.638974 1.5825 2.8140 -0.8582 -0.05
H 1.450747 -1.113956 2.045038 -1.5762 3.7999 -2.2012 0.13
H 2.129356 0.018414 0.344315 -4.0024 0.5174 3.0057 0.15
H 1.006617 1.096821 2.136614 0.7979 -3.3833 -2.9211 0.12
H -1.219551 0.571242 1.295441 0.6728 -0.3632 -0.5303 0.11
H -0.809825 -1.149343 0.507091 0.3259 2.1162 1.4833 0.13
H 0.987590 0.987563 -1.384565 -4.1328 -1.7997 2.7541 0.25
H -2.134743 -1.154125 -1.770429 3.8992 3.4923 0.4246 0.22
F -0.686874 0.656294 -2.847459 -1.8164 -3.0235 1.0114 -0.24
```
Positions in Å, forces in eV/Å.



Density functional theory data (ωB97M-V with the def2-TZVPD basis set) for a 6-piece molecular cluster, C33H72BI2N6O7 overall.

Output
total charge = +1
HOMO-LUMO gap = 7.55 eV

XYZ file:
```
121
Properties=species:S:1:pos:R:3:forces:R:3:lowdin_charge:R:1
C 2.749650 -3.177744 -1.302508 0.0398 0.0291 0.0046 -0.10
C 3.142320 -1.856160 -1.968601 -0.0473 -0.0650 0.0464 -0.26
C 2.090657 -0.767179 -1.786063 0.0745 -0.0940 -0.1253 -0.25
C 2.524011 0.625225 -2.232890 -0.2373 0.0505 0.0617 -0.21
C 1.380171 1.635244 -2.109157 0.0212 -0.1099 0.2198 -0.21
C 1.176223 2.149591 -0.671015 -0.2076 0.0794 -0.3372 -0.19
C -0.291719 2.441069 -0.321834 -0.0077 0.0285 0.2945 -0.20
C -0.974298 1.291762 0.437072 0.1504 -0.0459 -0.3453 -0.21
C -1.354404 0.158709 -0.525810 0.1352 -0.0193 0.0516 -0.11
C -2.244833 -1.010898 -0.049046 0.0806 0.0189 0.1899 -0.15
C -2.809165 -1.044642 1.377513 -0.2117 -0.1633 0.0727 -0.32
C -1.731588 -0.986512 2.459781 0.1214 0.0790 -0.1818 -0.04
C -3.974375 -0.079882 1.613567 -0.0621 -0.0921 0.1116 -0.16
C -5.079228 -0.253070 0.567435 0.0929 -0.2585 0.0236 -0.16
C -4.631684 -0.329307 -0.895453 -0.2105 0.1393 0.1444 -0.25
C -4.455925 0.963146 -1.730158 -0.1776 0.0680 0.0099 -0.73
I -4.359752 2.791821 -0.619854 0.2058 0.0428 0.1067 1.07
C -5.610311 1.067258 -2.739981 0.0616 0.2565 -0.1527 -0.84
C -6.933505 1.596924 -2.205009 -0.2134 -0.2819 -0.2285 -0.20
I -4.953930 2.275926 -4.402993 -0.0740 -0.0795 -0.0310 0.86
N -3.453249 -1.303995 -0.965740 0.0151 0.3520 -0.2044 0.11
B -3.049322 -1.758487 -2.377308 -0.2667 0.0116 -0.1953 -0.67
O -3.429782 -3.032611 -2.606778 0.5579 -0.2528 0.1471 0.25
O -2.466015 -0.875439 -3.207890 0.6430 -0.2576 0.1948 0.23
H 3.617702 -3.750406 -0.983936 -0.0268 -0.0596 -0.0694 0.05
H 2.186263 -3.826466 -1.975647 -0.0658 0.0417 0.0170 0.07
H 2.134325 -3.000149 -0.414857 0.0363 0.0009 0.0140 0.06
H 3.291530 -2.023429 -3.038774 0.1378 0.0624 0.0157 0.11
H 4.099367 -1.509660 -1.570447 -0.0370 0.0453 0.0360 0.11
H 1.200955 -1.048271 -2.369259 -0.0496 -0.0111 0.0984 0.11
H 1.789882 -0.751081 -0.731116 -0.0055 0.0597 -0.0173 0.10
H 3.359792 0.966733 -1.614468 0.1159 -0.0574 -0.1393 0.12
H 2.863229 0.576486 -3.270475 0.0975 0.0022 0.0336 0.12
H 1.553381 2.490709 -2.764001 -0.0796 -0.0328 -0.0644 0.11
H 0.456965 1.147660 -2.442940 0.0290 0.0937 -0.1488 0.09
H 1.573007 1.421236 0.042795 0.0604 0.0709 0.0179 0.10
H 1.751976 3.069200 -0.557952 0.1225 -0.0955 0.1133 0.11
H -0.358550 3.328024 0.311608 0.0789 0.0018 -0.0025 0.11
H -0.853202 2.681845 -1.230347 -0.0277 0.0136 0.0221 0.10
H -1.823734 1.678835 0.991297 -0.1218 -0.0455 0.0043 0.06
H -0.237940 0.902961 1.142561 -0.1680 0.0747 0.2101 0.10
H -0.405978 -0.289253 -0.826565 -0.0763 -0.0481 -0.1404 0.10
H -1.746593 0.587015 -1.442476 -0.1837 0.0927 0.0187 0.09
H -1.651903 -1.924844 -0.154270 -0.0396 -0.0253 0.0048 0.16
H -3.254557 -2.048542 1.471876 0.0443 -0.0222 -0.1155 0.15
H -0.804051 -1.450240 2.115624 -0.0231 -0.0614 0.0322 0.09
H -2.062259 -1.529957 3.343278 -0.0195 0.0877 0.0415 0.09
H -1.491249 0.036332 2.738223 -0.0658 0.0050 0.0871 0.08
H -4.415364 -0.365139 2.572297 0.0246 0.1564 0.0481 0.13
H -3.651562 0.952584 1.721470 0.0881 0.0274 -0.1894 0.07
H -5.560384 -1.214142 0.787562 -0.0736 0.0298 -0.0635 0.13
H -5.860781 0.501109 0.651699 0.1012 0.0696 0.0643 0.10
H -5.430087 -0.870880 -1.411430 0.0944 -0.1243 0.0016 0.15
H -3.538348 0.958743 -2.299906 0.1567 -0.1514 0.1207 0.01
H -5.747607 0.085393 -3.196334 0.0631 0.0088 -0.0102 0.07
H -7.096013 1.285720 -1.169491 0.0158 0.0302 -0.0118 0.07
H -7.749777 1.189294 -2.802434 -0.0101 0.0360 -0.0287 0.08
H -7.002450 2.681729 -2.251441 0.0840 -0.0279 0.2527 0.02
H -3.836350 -2.156812 -0.549777 -0.0505 0.0111 -0.0345 0.17
H -3.008700 -3.502511 -3.339546 -0.3248 0.1157 -0.0278 0.14
H -1.865633 -1.237806 -3.878129 -0.4242 0.2167 -0.0543 0.15
C -7.879632 5.631371 -1.757770 -0.0243 0.0460 0.0308 -0.34
O -7.622501 4.633073 -1.101942 0.0573 -0.0402 -0.0413 -0.04
N -9.010430 5.808781 -2.456057 0.0039 -0.0064 -0.0414 -0.19
C -9.271210 7.018554 -3.214516 -0.0458 -0.0647 0.0174 -0.05
C -10.005541 4.750865 -2.441051 0.0189 0.0103 0.0229 -0.04
H -7.188464 6.487120 -1.826324 -0.0019 -0.0023 0.0039 0.14
H -10.168080 7.518620 -2.848265 0.0115 0.0340 -0.0038 0.10
H -9.408686 6.786009 -4.272076 0.0115 0.0205 -0.0077 0.09
H -8.438266 7.708490 -3.112105 -0.0114 0.0219 0.0158 0.06
H -10.343190 4.553859 -1.423426 -0.0066 0.0026 0.0028 0.09
H -9.590766 3.824892 -2.841710 -0.0058 0.0008 -0.0143 0.08
H -10.852607 5.057513 -3.049329 -0.0046 -0.0042 -0.0004 0.09
C 5.296349 -6.133166 0.098284 0.0168 -0.0167 -0.0337 -0.35
O 4.349220 -6.033312 -0.664984 -0.0035 -0.0089 0.0170 -0.01
N 5.213578 -6.036217 1.433360 0.0004 -0.0438 0.0276 -0.18
C 6.375277 -6.146213 2.297582 -0.0649 -0.0057 -0.0983 -0.05
C 3.913738 -5.803099 2.036166 0.0156 0.0287 -0.0213 -0.04
H 6.324287 -6.312393 -0.258449 0.0002 -0.0010 -0.0002 0.13
H 6.256492 -6.994212 2.977598 0.0496 -0.0020 0.0135 0.10
H 6.494650 -5.232524 2.875548 0.0263 -0.0526 0.0075 0.06
H 7.265665 -6.300872 1.691019 -0.0037 -0.0041 -0.0245 0.07
H 3.224979 -6.612421 1.789336 0.0010 -0.0069 0.0098 0.09
H 3.482484 -4.870696 1.670064 0.0000 0.0062 0.0038 0.08
H 4.038330 -5.735746 3.114002 -0.0043 0.0171 0.0012 0.09
C -7.256254 10.253151 -3.885285 -0.0148 0.0927 -0.0328 -0.36
O -8.388766 10.315788 -3.444783 0.0190 -0.1191 0.0049 0.01
N -6.187908 10.841535 -3.315426 0.0373 -0.0105 0.0363 -0.20
C -4.859480 10.745283 -3.881111 -0.0270 0.0233 0.0221 -0.06
C -6.392238 11.604690 -2.094849 -0.0097 -0.0021 -0.0250 -0.04
H -7.006364 9.703094 -4.809120 0.0012 -0.0064 0.0048 0.13
H -4.169309 10.273090 -3.179024 0.0048 -0.0093 -0.0072 0.09
H -4.471375 11.733010 -4.136383 0.0030 -0.0010 -0.0141 0.09
H -4.896290 10.144601 -4.788247 0.0082 -0.0005 -0.0053 0.08
H -6.800468 10.970253 -1.307964 0.0039 -0.0016 0.0052 0.09
H -7.095977 12.419283 -2.264529 0.0014 0.0062 -0.0007 0.09
H -5.437801 12.013072 -1.771601 0.0007 0.0025 0.0043 0.09
C 7.169489 -3.643759 4.892118 0.0918 0.0410 -0.1722 -0.34
O 6.061422 -3.702339 4.381220 -0.1059 0.0419 0.1618 -0.01
N 7.384803 -3.410888 6.199585 -0.0158 0.0035 0.0649 -0.19
C 8.721229 -3.349697 6.752691 -0.0342 0.0073 -0.0103 -0.05
C 6.239961 -3.212283 7.070671 0.0156 -0.0029 -0.0309 -0.04
H 8.090659 -3.783519 4.303664 -0.0090 -0.0218 0.0341 0.12
H 8.861858 -4.113639 7.520238 0.0105 -0.0048 0.0007 0.09
H 8.915585 -2.371986 7.197888 0.0122 0.0030 -0.0016 0.09
H 9.445254 -3.516624 5.956918 0.0054 0.0000 -0.0038 0.08
H 5.592337 -4.089416 7.061770 -0.0033 -0.0024 0.0066 0.09
H 5.649140 -2.357625 6.740405 -0.0026 0.0051 0.0056 0.09
H 6.593914 -3.036203 8.083701 -0.0030 0.0015 0.0052 0.09
C 9.912044 -6.006485 3.168144 -0.0260 -0.0239 0.0963 -0.36
O 9.518226 -4.919405 2.783850 0.0293 0.0208 0.0056 0.00
N 10.746295 -6.803078 2.479820 0.0004 0.0091 -0.0609 -0.19
C 11.179342 -8.089385 2.984532 0.0031 0.0231 -0.0225 -0.06
C 11.224666 -6.345225 1.184775 -0.0095 0.0042 0.0203 -0.03
H 9.603503 -6.435222 4.137808 0.0131 -0.0143 -0.0075 0.14
H 12.264582 -8.118013 3.096018 0.0012 -0.0019 0.0122 0.09
H 10.878045 -8.893188 2.310554 -0.0074 -0.0065 0.0071 0.09
H 10.726553 -8.266334 3.958393 0.0017 -0.0075 0.0042 0.08
H 11.768117 -5.406094 1.286567 0.0062 0.0001 0.0000 0.09
H 10.390128 -6.176114 0.504176 -0.0013 -0.0051 -0.0046 0.09
H 11.884152 -7.101372 0.766309 0.0022 -0.0001 -0.0038 0.09
```
Positions in Å, forces in eV/Å.



Density functional theory data (ωB97M-V with the def2-TZVPD basis set) for C19H35BrCuNO4PS as an isolated structure in a non-equilibrium geometry.

Output
total charge = +1
HOMO-LUMO gap = 5.19 eV

XYZ file:
```
63
Properties=species:S:1:pos:R:3:forces:R:3:lowdin_charge:R:1
C -1.080313 4.556586 1.095209 0.1065 -0.1810 -0.1333 -0.06
C -0.349846 4.318232 -0.221712 -0.1705 -0.1312 -0.0817 -0.25
O -0.101986 2.921278 -0.398904 0.0036 -0.0679 0.1583 -0.22
C 0.309702 2.636786 -1.705562 0.1709 0.2326 0.0768 -0.24
C 1.019966 1.292489 -1.825862 -0.3875 0.5692 0.2637 -0.10
C 0.569339 0.034455 -1.016316 0.7633 -1.2101 -1.4823 -0.35
P -1.256858 -0.399186 -0.973165 -0.2845 0.2462 1.7497 1.10
C -1.557071 -2.110645 -1.578072 -0.3416 -0.1682 -0.8422 -0.37
C -1.923679 -2.287261 -3.068975 0.0905 0.5584 0.1628 -0.14
C -2.223201 0.674252 -2.101010 -0.6995 0.5112 -0.9664 -0.48
C -2.891252 1.868905 -1.379107 -0.1035 -0.0590 0.0042 -0.13
C 1.148725 -1.067364 -1.962303 -0.0566 0.0193 -0.4047 -0.50
O 0.833849 -1.204272 -3.132807 0.1367 0.1028 0.3588 0.05
N 2.057379 -1.837536 -1.315371 -0.3140 -0.3123 0.0715 0.11
C 1.953200 -1.756962 0.135311 -0.5501 0.2294 0.0531 -0.67
S 3.627236 -1.779365 0.871536 0.3028 -0.0921 -0.1671 0.89
C 1.083970 -2.944001 0.665409 0.3563 0.1392 0.3915 -0.15
C -0.133363 -2.673783 1.561914 -0.2496 -0.4366 0.0220 -0.18
C 0.098408 -2.848376 3.078179 0.6384 0.2359 0.2094 -0.10
C -0.976805 -3.686186 3.705209 -0.2432 0.1334 0.4562 -0.52
O -1.879827 -3.261732 4.363235 -0.0745 -0.0352 -0.2919 0.15
O -0.802936 -5.026470 3.466515 0.2648 0.1057 -0.7806 0.08
C 1.440363 -0.278714 0.255226 -0.0030 0.8095 0.1496 -0.28
C 1.211931 0.168787 1.723420 0.2954 -0.2450 -0.0358 -0.63
Br -0.560277 0.808962 2.221699 -0.1081 0.0370 -0.0314 0.80
C 2.249539 1.159776 2.264444 -0.2711 0.2214 0.1676 -0.29
C 2.399879 2.484125 1.523752 -0.0344 0.1344 0.0388 -0.08
H -0.459252 5.109591 1.796444 -0.0991 0.0527 0.0427 0.08
H -2.018443 5.085583 0.935880 0.0627 0.1028 0.0789 0.08
H -1.313725 3.592977 1.543519 0.0013 -0.0298 0.0541 0.03
H -0.957561 4.658574 -1.071083 0.0512 0.0970 0.0189 0.11
H 0.607794 4.848853 -0.257375 -0.0298 0.0133 -0.0604 0.12
H 1.015883 3.405768 -2.049202 0.0310 -0.0625 -0.0415 0.14
H -0.550283 2.722573 -2.385993 -0.0350 -0.0794 -0.0209 0.09
H 2.074844 1.458139 -1.593977 -0.0256 -0.1267 0.0594 0.13
H 0.987053 1.039921 -2.887463 -0.0348 -0.0857 0.0488 0.12
H -0.738733 -2.774143 -1.312686 0.1280 0.1750 0.0695 0.06
H -2.412540 -2.436584 -0.980942 0.1330 -0.0284 0.1328 0.08
H -1.460343 -1.500733 -3.667293 0.1661 -0.1765 -0.1011 0.04
H -1.573824 -3.238072 -3.461599 -0.1675 -0.0516 -0.0251 0.08
H -3.004302 -2.196144 -3.198197 -0.0157 -0.2903 -0.0439 0.07
H -1.629470 1.024348 -2.999980 0.4274 -0.0766 0.1467 0.05
H -3.023196 0.001197 -2.466742 0.0549 -0.2780 0.1771 0.06
H -2.812862 2.789495 -1.963616 0.0083 0.0313 0.0901 0.07
H -2.437471 2.034433 -0.403260 0.1170 0.0912 -0.1027 0.06
H -3.947919 1.660566 -1.206519 0.0327 0.0042 -0.0114 0.09
H 2.243449 -2.735752 -1.742649 0.3218 0.0722 -0.0310 0.16
H 3.415655 -2.656011 1.855574 -0.0743 -0.0522 0.0146 -0.12
H 1.746175 -3.613761 1.215166 -0.0848 -0.1114 -0.1072 0.09
H 0.769973 -3.525478 -0.201584 -0.0177 0.1094 -0.0319 0.10
H -0.589962 -1.702371 1.385777 -0.0316 0.0323 -0.0975 0.03
H -0.886148 -3.412063 1.269149 -0.0124 0.0738 -0.0602 0.12
H 0.140645 -1.893773 3.604243 -0.1778 -0.0023 -0.0646 0.10
H 1.053002 -3.350060 3.259582 -0.0393 -0.0696 -0.0622 0.12
H -1.576458 -5.379968 3.010731 -0.2351 -0.1701 0.5274 0.12
H 2.337378 0.283821 -0.021245 0.0726 -0.1039 0.0731 0.10
H 1.344554 -0.724848 2.329154 -0.2116 0.0203 0.0650 0.05
H 3.200630 0.632293 2.355831 -0.0241 -0.0037 -0.2221 0.09
H 1.922803 1.391556 3.280997 0.2089 -0.1181 0.0615 0.10
H 1.651283 3.197372 1.872552 -0.0279 -0.0269 -0.1011 0.07
H 3.380792 2.923950 1.707846 -0.0242 -0.0543 0.0360 0.08
H 2.269916 2.394730 0.446292 0.0759 -0.0565 -0.0204 0.05
Cu -3.035412 1.121237 -4.249221 0.2383 -0.1681 0.3919 0.73
```
Positions in Å, forces in eV/Å.



For reference, E_LUMO by record: 0.55, -2.58, -5.80 eV.
For reference, calculated total energy by record: -6969.5584, -75537.9464, -164747.9011 eV.
For reference, HOMO level by record: -9.145, -10.126, -10.996 eV.